The following is a DFT calculation (ωB97M-V/def2-TZVPD) of a single C20H19Cl2F3N2O3S molecule at a distorted geometry.

Structure (XYZ):
```
50
Properties=species:S:1:pos:R:3:mulliken_charge:R:1
O -1.333 2.146 0.728 -0.684
O -2.977 -2.116 -3.864 -0.695
O -1.171 -3.563 -3.028 -0.704
F 6.496 2.511 -0.464 -0.233
F 7.120 1.679 1.581 -0.272
F 6.467 3.775 1.341 -0.256
Cl -6.479 -1.232 0.304 -0.199
Cl -3.258 -5.290 1.970 -0.201
C -0.312 1.547 0.421 0.096
C -4.720 -3.206 0.980 -0.381
C 4.431 0.865 1.580 -0.717
C 3.816 3.073 0.814 -0.958
C 3.094 0.452 1.631 -0.312
C 2.461 2.731 0.986 -0.286
C -4.258 -1.996 -1.040 -0.431
C -2.772 -3.827 -0.363 -0.314
C -5.066 -2.204 0.077 -0.081
C -3.582 -4.027 0.788 0.099
C 4.785 2.157 1.111 0.217
C 2.078 1.407 1.340 0.353
C -3.127 -2.820 -1.286 -0.008
N -0.131 1.198 -0.921 0.222
N -1.247 -0.972 -2.371 -0.083
C 6.243 2.519 0.873 0.911
C 0.165 1.502 2.961 -1.607
C 0.608 1.034 1.557 0.633
C 0.722 0.077 -1.297 -1.017
C -1.170 1.497 -1.928 -1.246
C -0.155 -1.155 -1.390 -0.508
C -2.065 0.258 -2.257 -0.258
S -2.103 -2.444 -2.759 1.313
H -5.327 -3.463 1.850 0.396
H 5.223 0.136 1.827 0.366
H 4.061 4.067 0.444 0.392
H 2.868 -0.573 1.944 0.420
H 1.661 3.492 0.816 0.367
H -4.477 -1.177 -1.716 0.555
H -1.929 -4.472 -0.597 0.493
H 0.786 1.080 3.755 0.414
H 0.214 2.609 3.022 0.318
H -0.855 1.185 3.227 0.403
H 0.555 -0.039 1.500 0.366
H 1.529 -0.060 -0.597 0.404
H 1.160 0.276 -2.304 0.352
H -1.793 2.325 -1.662 0.487
H -0.668 1.800 -2.894 0.346
H 0.448 -1.995 -1.679 0.486
H -0.639 -1.333 -0.416 0.381
H -2.756 0.161 -1.401 0.278
H -2.617 0.405 -3.195 0.382
```

The calculation puts the energy above the lowest of the compared OMol25 structures with the same formula, charge and spin at 0.00 kcal/mol. The SMILES is C[C@@H](C(=O)N1CCN(S(=O)(=O)c2cc(Cl)cc(Cl)c2)CC1)c1ccc(C(F)(F)F)cc1. The electronic energy is -2726.9312 hartree. For the LUMO energy, the calculation gives -0.12 eV. As for the total charge: 0. As for the largest force on an atom: 3.2 eV/Å. As for the spin multiplicity: 1. As for the HOMO-LUMO gap: 9.412 eV.



The following is a DFT calculation (ωB97M-V/def2-TZVPD) of a single C20H19ClF3NO6 molecule at a distorted geometry.

Structure (XYZ):
```
50
Properties=species:S:1:pos:R:3:mulliken_charge:R:1
C 0.341 6.166 -1.023 -0.605
H -0.733 5.643 -0.770 0.180
H 0.856 6.132 -0.181 0.321
H 0.086 7.155 -1.522 0.248
O 0.752 5.520 -2.046 -0.368
C 1.160 4.212 -1.904 0.471
C 1.841 3.672 -2.943 -0.824
C 1.926 2.167 -3.198 -0.793
C 1.561 1.369 -2.148 0.127
C 0.948 1.913 -0.885 0.515
C 0.950 3.240 -1.002 0.654
O 0.330 3.901 0.137 -0.429
C 1.059 3.924 1.446 -1.005
H 2.218 4.353 1.132 0.289
H 0.628 4.304 2.164 0.517
H 1.648 2.902 1.698 0.248
O 0.612 1.175 0.276 -0.426
C -0.622 1.238 0.661 -0.269
H -1.402 0.790 -0.262 -0.076
H -0.615 0.416 1.402 0.135
H -0.981 2.183 0.939 0.434
C 2.141 -0.044 -2.187 0.568
O 2.955 -0.575 -2.858 -0.580
O 1.274 -0.859 -1.440 -0.148
C 1.323 -2.392 -1.688 0.259
C 0.921 -3.094 -2.665 -1.833
H 1.062 -3.972 -2.472 0.709
H -0.082 -3.005 -2.919 0.391
H 1.558 -2.529 -3.510 0.277
H 2.542 -2.381 -1.268 0.300
C 0.785 -2.973 -0.294 0.425
O 1.192 -3.736 0.371 -0.451
N -0.447 -2.434 0.019 0.141
C -1.462 -2.636 1.054 -0.143
C -1.084 -3.483 2.103 -0.377
C -1.900 -3.995 2.953 -0.085
C -3.450 -3.371 2.859 -1.262
C -3.418 -2.520 2.026 -0.148
C -2.654 -2.241 0.890 0.942
Cl -2.973 -1.217 -0.511 -0.221
H -4.577 -2.137 1.973 0.172
H -3.770 -3.486 3.734 0.708
C -1.584 -4.607 4.191 0.916
F -2.694 -4.986 5.020 -0.312
F -0.970 -5.781 3.675 -0.279
F -0.874 -4.158 5.146 -0.267
H -0.115 -3.956 2.283 0.447
H -0.856 -1.667 -0.434 -0.117
H 2.461 1.634 -4.049 0.383
H 2.132 4.226 -3.976 0.241
```

The calculation puts the energy above the lowest of the compared OMol25 structures with the same formula, charge and spin at 419.73 kcal/mol. The SMILES is COc1ccc(C(=O)O[C@H](C)C(=O)Nc2cc(C(F)(F)F)ccc2Cl)c(OC)c1OC. The electronic energy is -2038.8698 hartree. For the LUMO energy, the calculation gives 0.14 eV. As for the total charge: 0. As for the largest force on an atom: 19.2 eV/Å. As for the spin multiplicity: 1. As for the HOMO-LUMO gap: 9.294 eV.



The following is a DFT calculation (ωB97M-V/def2-TZVPD) of an isolated ion of composition C20H19F2 and charge +1 at a distorted geometry.

Structure (XYZ):
```
41
Properties=species:S:1:pos:R:3:mulliken_charge:R:1
F -5.038 0.378 1.039 -0.315
C -3.755 0.000 1.352 0.311
C -3.523 -1.331 1.704 -0.585
C -2.266 -1.645 2.240 -0.336
C -1.313 -0.644 2.505 -0.109
C -0.047 -0.989 3.335 0.128
C 1.245 -0.621 2.549 -0.174
C 2.096 -1.612 2.036 -0.072
C 3.373 -1.290 1.543 -0.731
C 3.708 0.058 1.450 0.385
F 4.985 0.399 1.071 -0.309
C 2.848 1.086 1.848 -1.047
C 1.609 0.716 2.402 0.057
C -1.522 0.622 1.947 -0.195
C -2.781 0.991 1.443 -0.746
H -4.285 -2.094 1.558 0.428
H -2.017 -2.690 2.430 0.373
H -0.047 -2.087 3.383 0.576
H 1.776 -2.653 2.008 0.397
H 4.075 -2.059 1.216 0.447
H 3.114 2.129 1.722 0.441
H 0.930 1.513 2.703 0.258
H -0.712 1.335 1.850 0.213
H -2.973 2.007 1.103 0.445
C -1.241 -1.385 6.964 -1.089
C -1.297 -0.643 5.634 -0.706
C -0.009 -0.450 4.751 0.805
C 1.233 -0.937 5.419 -0.161
C 1.615 -0.817 6.742 -0.638
C 0.922 -0.564 7.906 -0.283
C -0.536 -0.594 8.085 -0.654
H -2.282 -1.520 7.277 0.422
H -0.787 -2.369 6.846 0.375
H -2.081 -1.096 5.015 0.427
H -1.662 0.367 5.864 0.334
H 0.065 0.657 4.701 0.299
H 2.021 -1.256 4.735 0.425
H 2.685 -0.968 6.870 0.415
H 1.516 -0.419 8.811 0.407
H -0.936 0.436 8.115 0.361
H -0.776 -1.046 9.063 0.420
```

The calculation puts the energy above the lowest of the compared OMol25 structures with the same formula, charge and spin at 5.66 kcal/mol. The electronic energy is -972.9191 hartree. For the LUMO energy, the calculation gives -6.34 eV. As for the total charge: +1. As for the largest force on an atom: 2.8 eV/Å. As for the spin multiplicity: 1. As for the HOMO-LUMO gap: 5.315 eV.